1.
C7H7AlN2O6 | ωB97M-V/def2-TZVPD

Atoms and positions in Å:
Al: 0.581 -0.626 -1.143
O: 2.006 -3.167 0.110
O: 3.570 -0.216 -0.222
O: 2.432 -1.203 -3.928
O: -0.390 2.989 -2.911
O: -0.149 0.410 0.360
O: -2.242 -1.707 -2.216
N: -1.400 0.687 2.217
N: -1.180 -1.435 1.310
C: -1.126 2.104 2.270
C: -1.244 -1.242 -1.890
C: 2.518 -0.027 -0.784
C: 1.710 -0.912 -3.081
C: -0.144 1.921 -2.593
C: 1.307 -2.337 -0.298
C: -0.886 -0.115 1.293
H: 2.088 1.041 -1.300
H: -0.546 -2.064 0.799
H: -0.600 2.288 3.208
H: -0.532 2.462 1.430
H: -1.680 -1.760 2.136
H: -2.101 2.591 2.276
H: -1.991 0.318 2.958

Forces on the atoms, in the same order (eV/Å):
Al 1.5216 1.9034 1.6953
O -2.4700 3.5807 -1.5579
O -2.2402 0.7521 -1.5897
O -2.6820 1.2265 3.4456
O 0.7367 -3.0954 0.8765
O 0.4906 -1.9786 -1.7522
O 4.1163 2.0863 1.2955
N 0.5870 -1.2430 -1.0493
N 0.3257 0.1208 -0.2436
C -0.3276 0.7473 0.4980
C -4.5330 -2.2852 -1.5291
C -0.2279 0.6883 0.8598
C 2.0732 -1.3250 -3.5949
C -0.6606 2.6209 -0.5978
C 2.2920 -4.0872 1.3650
C -0.5767 0.8598 0.8390
H 1.8794 -0.6734 0.7012
H -0.8760 0.2539 1.0125
H -0.0352 0.3012 -0.1333
H -0.1311 -0.2844 0.1276
H 0.2689 -0.4510 -0.4617
H 0.2290 0.3627 0.0498
H 0.2400 -0.0807 -0.2562

Results
HOMO energy	-0.5844	Ha
charge	+2
gap between HOMO and LUMO	0.2357	hartree
relative energy (zero: lowest compared OMol25 entry of this formula, charge and spin)	0.00	kcal/mol

2.
C2BrI3O | ωB97M-V/def2-TZVPD

Atoms and positions in Å:
I: 0.744 1.062 2.724
I: -2.548 -0.021 1.950
I: 0.031 -2.433 2.539
Br: -0.426 2.106 -0.740
O: 0.616 -0.110 -2.063
C: -0.494 -0.476 1.998
C: 0.248 0.396 -1.081

Forces on the atoms, in the same order (eV/Å):
I -0.1962 -0.4332 -0.1128
I 0.4987 -0.1846 -0.0660
I -0.1133 0.4597 -0.2327
Br -0.5306 1.4176 -0.0123
O -0.2856 0.4881 0.6234
C -0.1214 0.1356 0.4525
C 0.7485 -1.8833 -0.6521

Results
HOMO energy (alpha / beta)	-0.3260 / -0.3080	Ha
gap between HOMO and LUMO (alpha / beta)	0.2704 / 0.2618	hartree
relative energy (zero: lowest compared OMol25 entry of this formula, charge and spin)	67.69	kcal/mol